No. 1
Below is a structure of composition C28H39ClLaN8O3S2Te at a distorted geometry, with properties calculated with ωB97M-V with the def2-TZVPD basis set.

orbital gap	6.601	eV
HOMO	-5.1	eV
charge	-1

Each line ends with the Löwdin charge.
Geometry (Å):
La 0.63591 -1.47731 0.18951  1.6575
C -2.18274 -0.22126 4.10315  -0.0062
C -1.01839 -0.48944 3.22942  -0.3057
N -0.95178 -0.32244 1.96092  -0.0248
C -1.87740 0.53123 1.24742  -0.2294
C -1.98318 2.00034 1.73121  -0.1506
N -0.75526 2.76792 1.32922  -0.0598
C -0.66936 3.33011 -0.03709  -0.1842
C -1.12038 2.41375 -1.28818  -0.2282
N -0.40153 1.20813 -1.58446  -0.0885
C 0.82971 1.54965 -2.33028  -0.1934
C 2.13696 1.50479 -1.47981  -0.2081
N 2.10070 0.35538 -0.56818  -0.2704
C 2.98565 -0.33109 0.06107  -0.4321
C 4.52078 -0.05367 -0.23752  -0.1729
C 2.44159 -0.83364 4.05426  -0.6039
C 2.49342 -1.33027 5.36732  -0.1036
C 1.30724 -1.66330 5.96943  -0.0346
C 0.13334 -1.65541 5.18442  -0.0147
C 0.13046 -1.03919 3.91740  -0.2492
N 1.32142 -0.64990 3.39064  0.0613
H -2.37886 -1.12066 4.66701  0.0720
H -3.02434 0.14876 3.58806  0.0686
H -1.94239 0.43698 4.95075  0.1101
H -2.83976 0.11127 1.14831  0.0989
H -1.52405 0.47809 0.22604  0.0444
H -2.07354 2.00024 2.79186  0.0811
H -2.84077 2.47843 1.35879  0.1006
H 0.11645 2.25076 1.51142  0.1000
H 0.34048 3.69639 -0.11669  0.0865
H -1.29328 4.21505 -0.13924  0.0981
H -1.15820 3.07766 -2.16664  0.0963
H -2.14829 2.17049 -0.92898  0.1138
H -0.95637 0.79096 -2.32936  0.0642
H 0.63368 2.50091 -2.92912  0.1328
H 0.90647 0.69150 -3.09638  0.1361
H 2.30797 2.42644 -0.90485  0.1031
H 3.01391 1.45074 -2.16192  0.1094
H 5.11755 -0.84522 0.25195  0.0362
H 4.71538 0.90968 0.09413  0.0144
H 4.57890 -0.03530 -1.30511  0.0482
H 3.45181 -1.38070 5.90136  0.0801
H 1.25285 -1.92580 7.01833  0.1102
H -0.78752 -1.92860 5.64286  0.0845
C -0.60101 1.65103 -6.89101  -0.0268
C -1.86413 2.10074 -6.11955  -0.5565
C -3.06417 1.80190 -6.98391  -0.0521
O -1.73626 3.50385 -5.96553  -0.0548
C -2.11321 1.48572 -4.65753  -0.5907
O -1.88419 0.26174 -4.40217  -0.0689
O -2.62378 2.27870 -3.84364  -0.0339
H -0.57118 2.09252 -7.85108  0.0563
H -0.49631 0.55294 -6.86830  0.0903
H 0.19177 2.08059 -6.31636  0.0667
H -2.82875 2.16773 -8.06537  0.1090
H -3.98062 2.26059 -6.56259  0.0878
H -3.19487 0.70643 -6.98537  0.0813
H -2.15582 3.58495 -5.08703  0.0672
Cl 1.14663 -2.80983 -2.18672  -0.3207
Te 4.19556 -0.13454 3.18117  1.3688
C 5.40021 -0.97705 4.72776  -0.9251
C 5.77919 -0.76120 6.01927  -0.2361
C 6.34660 -1.94503 6.59923  -0.1998
C 6.32124 -2.99797 5.74119  -0.4582
S 5.67272 -2.58098 4.27174  0.9368
H 5.62318 0.15068 6.59115  0.1066
H 6.59709 -2.04057 7.67561  0.1095
H 6.64344 -4.01244 5.91923  0.0658
S -1.68361 -4.21698 3.37414  0.4419
C -0.37565 -3.91120 2.41193  -0.9673
N 0.51579 -3.57341 1.68009  -0.1296
C -4.02146 -1.96200 -3.68261  -0.0223
N -3.27075 -2.12637 -2.45309  -0.1117
C -3.76059 -2.30739 -1.20105  -0.0855
C -2.69298 -2.31395 -0.39583  -0.1796
N -1.55605 -1.92847 -1.06749  -0.1236
C -1.95037 -1.87051 -2.33890  -0.1787
H -4.56871 -2.91423 -3.87447  0.0955
H -3.32354 -1.65193 -4.50132  0.0918
H -4.72595 -1.12626 -3.63537  0.0923
H -4.81025 -2.57932 -1.02292  0.1285
H -2.76459 -2.53854 0.65846  0.0902
H -1.35988 -1.59237 -3.17418  0.0880


No. 2
Below is an isolated molecule of C4H8O2 at a distorted geometry, with properties calculated with ωB97M-V with the def2-TZVPD basis set.

orbital gap	9.374	eV
HOMO	-8.8	eV

Each line ends with the Löwdin charge.
Geometry (Å):
C 1.50447 -0.30828 -0.24959  -0.0616
C 0.34300 -0.03362 0.68950  -0.3904
C -0.36103 1.31666 0.61832  -0.0070
O -0.42148 1.65451 -0.69256  -0.0240
C -0.93661 -0.80190 0.41765  -0.2916
O -1.31082 -0.98689 -0.90678  -0.0390
H 1.89712 -1.31669 -0.08318  0.0847
H 1.20323 -0.23379 -1.29717  0.0737
H 2.31690 0.40444 -0.07269  0.0804
H 0.63621 -0.20200 1.73370  0.1348
H -1.68338 -0.10525 0.98286  0.1271
H -0.94799 2.46711 -0.74817  0.1122
H -1.00632 -1.73915 0.93331  0.1248
H -1.23331 -0.11513 -1.32519  0.0760


No. 3
Below is a structure of composition C29H49AsIrN10Se, with properties calculated with ωB97M-V with the def2-TZVPD basis set.

orbital gap (alpha / beta)	7.426 / 5.641	eV
2S+1	2
HOMO (alpha / beta)	-18.4 / -18.4	eV
charge	+4

Each line ends with the Löwdin charge.
Geometry (Å):
Ir 0.43637 -0.00033 -1.40070  1.3452
N 1.96378 0.85318 -0.17949  -0.0688
C 2.41974 2.26009 -0.45369  -0.1883
C 2.86659 2.48769 -1.88566  -0.1482
C 1.72072 2.42816 -2.88366  -0.1733
N 1.30158 1.00222 -3.06045  -0.0619
H 1.68781 0.80897 0.79976  0.0865
H 2.78359 0.25040 -0.23035  0.0998
H 3.21951 2.49784 0.24802  0.1394
H 1.58557 2.92491 -0.24320  0.0973
H 3.65291 1.77763 -2.16937  0.1309
H 3.33111 3.47312 -1.93701  0.1449
H 2.02172 2.83006 -3.85078  0.1435
H 0.86073 2.99955 -2.53520  0.1161
H 2.14028 0.52661 -3.39090  0.1028
H 0.65267 0.93411 -3.84547  0.1177
Se -5.45968 3.02972 -5.13449  1.3209
N -4.49930 3.56847 -3.75064  -0.1911
C -3.66621 2.59833 -3.46098  -0.3390
C -2.72133 2.65601 -2.35766  -0.0487
C -2.66817 3.70503 -1.43537  0.0764
C -1.78449 3.61664 -0.37906  0.0108
C -0.93711 2.51969 -0.28503  -0.1135
N -0.92861 1.54198 -1.18980  -0.0543
C -1.83937 1.58681 -2.19566  -0.1457
C -1.90583 0.41517 -3.04808  -0.1583
N -1.02958 -0.58476 -2.75954  -0.0724
C -1.15214 -1.73731 -3.41748  -0.0684
C -2.10405 -1.93824 -4.41231  0.0305
C -2.96083 -0.91262 -4.74672  0.0817
C -2.87257 0.29545 -4.04467  -0.0476
C -3.74861 1.43166 -4.28380  -0.3364
N -4.64939 1.46196 -5.23555  -0.1878
H -3.33498 4.55072 -1.55153  0.1469
H -1.73898 4.39145 0.37350  0.1296
H -0.24847 2.42096 0.54228  0.0872
H -0.47999 -2.53836 -3.14789  0.0900
H -2.15789 -2.89799 -4.90745  0.1401
H -3.70942 -1.02613 -5.52132  0.1485
C 3.43532 -3.76667 -2.97521  -0.0255
C 2.69571 -3.85920 -1.63938  -0.6122
C 3.56071 -4.56762 -0.60298  -0.0181
C 1.36479 -4.58221 -1.79642  -0.0136
N 2.44329 -2.50305 -1.05286  -0.0531
N 1.83898 -1.55492 -1.95803  -0.0699
H 3.75323 -4.75752 -3.29671  0.1109
H 4.33568 -3.15243 -2.88908  0.0972
H 2.81073 -3.36960 -3.78235  0.0826
H 3.70917 -5.60579 -0.89614  0.1120
H 3.08574 -4.56127 0.37908  0.0873
H 4.54874 -4.10822 -0.52627  0.0999
H 1.52382 -5.53894 -2.29243  0.1133
H 0.65047 -4.03615 -2.42046  0.0522
H 0.90061 -4.77260 -0.82839  0.0928
H 3.31939 -2.10878 -0.72278  0.1202
H 1.31532 -2.12769 -2.61922  0.0615
H 2.57914 -1.15362 -2.53907  0.1016
C -2.31843 3.81850 4.83910  -0.1334
C -0.88533 3.32862 4.98830  -0.3804
As -0.46702 1.71940 3.98501  1.3873
C 1.33086 1.20353 4.54649  -0.3899
C 1.37106 0.54794 5.93241  -0.1180
C -1.88996 0.41376 4.22242  -0.3828
C -2.02737 -0.05441 5.67642  -0.1136
H -2.46295 4.68388 5.48495  0.1001
H -3.04608 3.06623 5.14280  0.0740
H -2.54013 4.13148 3.81897  0.0733
H -0.65736 3.03818 6.02108  0.0922
H -0.14795 4.07848 4.69914  0.0856
H 1.87787 2.14836 4.53806  0.0800
H 1.77571 0.55616 3.79150  0.0360
H 0.79978 1.10114 6.67672  0.0805
H 2.40882 0.53418 6.26703  0.1007
H 1.01464 -0.47907 5.90712  0.0720
H -1.71895 -0.40602 3.52427  0.0464
H -2.78759 0.94245 3.89683  0.0729
H -1.21681 -0.71054 5.98013  0.0664
H -2.96184 -0.61025 5.76227  0.0999
H -2.08730 0.77908 6.37608  0.0834
C 1.18756 -2.01727 1.76527  0.0166
C -0.13398 -1.91416 1.09266  -0.3524
N -0.53301 -1.05242 0.15186  -0.0597
C -1.90886 -1.23987 0.00985  -0.1150
C -2.31948 -2.22569 0.83575  -0.0269
N -1.19015 -2.63279 1.50312  0.1365
H 1.98918 -2.05012 1.03787  0.0453
H 1.24094 -2.92784 2.36074  0.1067
H 1.32809 -1.17631 2.44800  0.0621
H -2.50545 -0.64889 -0.65972  0.1039
H -3.28807 -2.66347 1.00550  0.1423
H -1.14901 -3.36483 2.19813  0.1856


Energy relative to the best compared isomer or geometry (same formula, charge and spin): 413.2, 360.9, 347.9 (kJ/mol)